A structure of composition C31H71N8O29Rb at a distorted geometry. Source: OMol25; level of theory: ωB97M-V with the def2-TZVPD basis set.

For the LUMO energy, the calculation gives -6.104 eV. As for the spin multiplicity: 1. The total energy is -3867.333766 hartree. Its charge is +2.

```
140
C31H71N8O29Rb | OMol25 | ωB97M-V with the def2-TZVPD basis set
Rb -0.740 0.147 -0.858
C 1.175 -4.341 -0.901
C 2.147 -5.530 -1.062
O 2.500 -6.227 -0.108
N 2.605 -5.869 -2.552
H 2.308 -6.824 -2.695
H 2.154 -5.335 -3.280
C 4.144 -5.637 -2.697
H 1.819 -3.490 -1.126
H 0.721 -4.267 0.087
H 0.284 -4.480 -1.514
H 4.333 -4.582 -2.897
H 4.525 -6.301 -3.473
H 4.769 -5.808 -1.820
C 0.535 5.664 0.067
C 1.690 6.377 -0.622
O 2.022 7.494 -0.392
N 2.120 5.665 -1.906
H 1.864 4.693 -1.806
H 1.750 6.032 -2.772
C 3.614 5.641 -2.036
H -0.388 5.846 -0.485
H 0.328 6.040 1.070
H 0.768 4.601 0.108
H 3.940 5.156 -2.956
H 4.004 5.055 -1.204
H 3.950 6.676 -2.111
C 3.326 -3.019 4.896
C 3.481 -2.146 3.671
O 4.023 -1.048 3.680
N 2.992 -2.666 2.368
H 3.839 -2.791 1.833
H 2.544 -3.567 2.465
C 1.974 -1.633 1.734
H 4.120 -3.758 5.002
H 2.375 -3.540 5.008
H 3.421 -2.300 5.710
H 2.011 -1.817 0.660
H 2.329 -0.627 1.956
H 0.956 -1.883 2.032
C -1.339 -3.557 6.810
C -1.887 -3.136 5.419
O -2.956 -2.527 5.326
N -1.052 -3.507 4.237
H -0.460 -2.696 4.128
H -0.425 -4.287 4.380
C -1.853 -3.725 2.913
H -2.052 -3.583 7.634
H -0.470 -2.937 7.030
H -0.910 -4.554 6.700
H -1.133 -3.999 2.141
H -2.284 -2.755 2.667
H -2.592 -4.485 3.166
C 1.392 3.204 6.650
C 2.210 2.838 5.422
O 3.327 2.422 5.526
N 1.541 3.017 4.031
H 0.539 3.137 4.080
H 1.908 3.804 3.517
C 1.762 1.784 3.198
H 0.343 2.907 6.625
H 1.521 4.256 6.902
H 1.898 2.768 7.511
H 1.555 0.803 3.624
H 2.765 1.828 2.773
H 1.168 1.885 2.289
C 5.151 -0.762 -3.045
C 4.036 0.195 -3.510
O 4.223 1.419 -3.400
N 2.728 -0.374 -3.945
H 2.642 -1.284 -3.516
H 2.083 0.346 -3.651
C 2.672 -0.413 -5.466
H 5.278 -1.681 -3.618
H 4.972 -1.090 -2.021
H 6.130 -0.286 -3.093
H 3.104 -1.371 -5.757
H 3.244 0.413 -5.889
H 1.634 -0.538 -5.775
C -2.212 0.819 -4.911
C -3.708 0.682 -5.324
O -4.341 1.376 -6.093
N -4.401 -0.507 -4.712
H -5.085 -0.862 -5.366
H -3.699 -1.219 -4.570
C -4.978 -0.017 -3.422
H -2.137 0.910 -3.827
H -1.956 1.683 -5.524
H -1.461 0.074 -5.177
H -4.115 0.053 -2.761
H -5.683 -0.779 -3.090
H -5.415 0.981 -3.396
C -4.812 -1.326 0.893
C -5.478 -0.019 0.469
O -6.483 0.078 -0.236
N -4.725 1.244 0.907
H -3.744 1.088 1.093
H -4.706 1.922 0.159
C -5.414 2.056 2.048
H -3.737 -1.247 0.729
H -5.138 -2.092 0.189
H -5.039 -1.497 1.945
H -6.334 2.543 1.726
H -4.809 2.884 2.417
H -5.597 1.242 2.750
O 0.047 -2.201 -4.230
C 0.867 -3.247 -4.232
O 0.495 -4.326 -4.637
O 2.046 -3.096 -3.804
H -0.752 -2.348 -4.740
O -3.201 0.115 3.715
C -2.161 0.186 2.948
O -1.102 -0.446 3.243
O -2.186 0.834 1.902
H -2.812 -0.470 4.370
O 0.117 3.060 -4.759
C 0.298 2.547 -3.563
O 0.053 3.370 -2.637
O 0.702 1.372 -3.401
H -0.220 3.843 -4.317
O -2.858 4.170 -1.939
C -3.510 3.044 -1.600
O -2.830 2.048 -1.376
O -4.687 3.125 -1.358
H -1.934 3.915 -1.893
O -2.351 -3.906 -2.471
C -2.263 -2.880 -1.642
O -1.758 -2.990 -0.504
O -2.910 -1.887 -1.960
H -2.680 -3.389 -3.210
O -2.407 3.729 1.973
C -1.740 4.179 3.049
O -1.410 3.286 3.892
O -1.467 5.427 3.153
H -2.311 2.822 2.272
O 2.506 3.042 -1.054
C 2.911 2.130 -0.235
O 2.146 1.167 -0.166
O 3.938 2.301 0.400
H 1.884 2.325 -1.199
```

Mulliken atomic charge list, values in e, 8 entries: number 1, Rb, carries -0.790; number 2, C, carries 0.350; number 3, C, carries 0.038; number 4, O, carries -0.520; number 5, N, carries 0.210; number 6, H, carries 0.449; number 7, H, carries 0.030; number 8, C, carries -0.681